(1)
Formula: C45H64O39P2
Source: OMol25
Level of theory: wB97M-V/def2-TZVPD

The geometry in XYZ format:
```
150
Properties=species:S:1:pos:R:3:mulliken_charge:R:1
C 3.158 1.287 -0.362 -1.12
C 2.457 1.502 -1.778 -0.13
C 0.990 2.026 -1.507 -0.48
C 0.735 3.494 -2.079 0.30
C 0.139 3.319 -3.534 -1.03
O -0.161 4.118 -1.115 -0.01
P -0.823 5.520 -1.630 0.44
O 0.007 6.330 -2.538 -0.73
O -2.312 5.221 -2.332 0.08
C -2.903 4.041 -1.748 -0.29
O -4.191 3.736 -2.346 -0.34
C -4.880 3.016 -1.324 0.15
C -5.996 3.704 -0.699 -0.16
C -6.701 3.017 0.382 -0.63
C -6.245 1.689 0.779 -0.26
C -5.124 0.998 0.130 -0.41
C -4.409 1.682 -0.953 -0.42
O -1.071 6.437 -0.229 -0.33
P -0.252 5.802 1.090 0.69
O 1.236 5.765 0.922 -0.62
H 2.974 0.224 -0.064 0.14
H 4.240 1.556 -0.424 0.19
H 2.710 1.925 0.447 0.46
H 2.348 0.495 -2.271 0.11
H 3.053 2.181 -2.438 0.42
H 0.755 2.078 -0.406 0.16
H 0.207 1.369 -1.950 0.27
H 1.712 4.028 -2.190 0.33
H 0.638 4.008 -4.265 0.31
H -0.966 3.471 -3.613 0.16
H 0.333 2.267 -3.890 0.35
H -2.283 3.114 -1.865 0.02
H -3.124 4.279 -0.666 0.54
H -6.256 4.730 -1.061 0.35
H -7.534 3.566 0.875 0.35
H -6.750 1.144 1.612 0.35
H -4.763 -0.008 0.440 0.41
H -3.539 1.223 -1.483 0.46
H -0.473 6.622 2.247 0.08
H -0.805 4.527 1.414 -0.02
C -4.499 6.521 -4.003 0.25
C -5.290 7.558 -3.259 -0.25
O -5.265 8.673 -4.145 -0.36
C -5.050 8.189 -5.400 0.56
O -5.138 8.837 -6.394 -0.53
O -4.723 6.870 -5.369 -0.37
H -4.843 5.508 -3.800 0.14
H -3.431 6.580 -3.794 -0.02
H -6.330 7.259 -3.098 0.27
H -4.844 7.814 -2.298 0.29
C 6.399 -0.511 -3.097 0.23
C 5.293 -1.137 -3.895 0.30
O 4.572 -1.876 -2.907 -0.30
C 4.829 -1.297 -1.702 0.60
O 4.254 -1.567 -0.689 -0.56
O 5.819 -0.379 -1.798 -0.39
H 6.699 0.459 -3.489 0.48
H 7.279 -1.151 -3.026 -0.29
H 4.624 -0.395 -4.340 0.24
H 5.661 -1.792 -4.678 -0.22
C -0.585 4.285 5.551 -0.36
C 0.275 3.640 4.502 -0.03
O -0.561 2.605 3.993 -0.27
C -1.848 2.966 4.243 0.64
O -2.801 2.407 3.802 -0.50
O -1.904 4.054 5.062 -0.32
H -0.390 5.352 5.655 0.31
H -0.482 3.809 6.530 0.27
H 0.527 4.325 3.688 -0.02
H 1.196 3.228 4.914 0.29
C -5.036 -1.134 5.027 -0.17
C -6.341 -0.868 4.340 0.20
O -6.167 -1.508 3.069 -0.35
C -5.224 -2.465 3.228 0.74
O -4.958 -3.295 2.406 -0.66
O -4.615 -2.367 4.435 -0.35
H -5.143 -1.236 6.105 0.35
H -4.288 -0.367 4.817 0.17
H -7.189 -1.331 4.853 0.16
H -6.539 0.183 4.216 0.01
C 4.973 -3.929 1.705 0.07
C 3.780 -4.825 1.548 0.12
O 3.817 -5.615 2.737 -0.37
C 4.505 -4.905 3.672 0.65
O 4.577 -5.203 4.823 -0.55
O 5.099 -3.812 3.122 -0.34
H 4.823 -2.954 1.246 0.06
H 5.888 -4.374 1.306 0.20
H 2.840 -4.270 1.520 0.07
H 3.846 -5.454 0.661 0.10
C -1.589 -2.531 1.220 -0.19
C -2.594 -2.775 0.133 -0.17
O -2.669 -1.510 -0.521 -0.39
C -1.505 -0.858 -0.270 0.51
O -1.177 0.158 -0.804 -0.50
O -0.765 -1.506 0.664 -0.35
H -1.002 -3.418 1.456 0.33
H -2.047 -2.155 2.139 0.14
H -2.257 -3.526 -0.587 0.28
H -3.567 -3.069 0.523 0.20
C -5.601 -5.977 3.697 -0.08
C -5.302 -7.431 3.463 -0.30
O -5.314 -7.973 4.781 -0.33
C -6.075 -7.149 5.552 0.61
O -6.426 -7.400 6.661 -0.53
O -6.384 -6.002 4.889 -0.32
H -6.158 -5.527 2.877 0.25
H -4.701 -5.388 3.878 0.14
H -6.074 -7.928 2.870 0.25
H -4.335 -7.587 2.987 0.29
C -8.854 2.613 7.153 -0.30
C -7.855 3.734 7.214 -0.35
O -6.622 3.074 6.938 -0.31
C -6.914 1.944 6.249 0.52
O -6.102 1.248 5.719 -0.45
O -8.251 1.704 6.235 -0.29
H -9.829 2.939 6.793 0.29
H -8.981 2.111 8.115 0.27
H -8.029 4.493 6.447 0.27
H -7.828 4.218 8.190 0.29
C 10.745 -0.845 -0.498 -0.32
C 11.558 -1.557 -1.543 -0.34
O 10.663 -2.565 -2.006 -0.31
C 9.401 -2.137 -1.742 0.63
O 8.413 -2.666 -2.150 -0.56
O 9.409 -1.031 -0.957 -0.24
H 10.988 0.214 -0.428 0.29
H 10.845 -1.298 0.492 0.28
H 11.823 -0.908 -2.381 0.26
H 12.467 -1.999 -1.137 0.29
C 3.336 -5.629 -4.399 -0.12
C 4.346 -6.310 -3.517 -0.33
O 3.847 -6.053 -2.209 -0.29
C 2.511 -5.821 -2.322 0.68
O 1.766 -5.736 -1.400 -0.51
O 2.142 -5.697 -3.625 -0.34
H 3.208 -6.133 -5.356 0.30
H 3.579 -4.578 -4.581 0.09
H 4.381 -7.391 -3.677 0.29
H 5.349 -5.902 -3.637 0.26
C 7.319 -3.604 -7.404 -0.33
C 8.747 -3.714 -6.945 -0.32
O 9.037 -2.394 -6.493 -0.31
C 7.856 -1.807 -6.170 0.66
O 7.758 -0.764 -5.604 -0.51
O 6.801 -2.566 -6.576 -0.36
H 6.762 -4.529 -7.262 0.28
H 7.237 -3.297 -8.449 0.27
H 8.867 -4.408 -6.109 0.26
H 9.422 -4.008 -7.748 0.31
```

For the energy, the calculation gives -146134.622 eV. The multiplicity is 1.



(2)
Formula: C45H65BHgN12OP2S2
Source: OMol25
Level of theory: wB97M-V/def2-TZVPD

The geometry in XYZ format:
```
129
Properties=species:S:1:pos:R:3:mulliken_charge:R:1
Hg 0.679 -0.728 -0.098 4.73
C -2.778 -0.162 -0.298 -0.19
C -2.210 -1.151 -1.253 0.02
C -2.879 -2.096 -2.036 -1.97
C -1.900 -2.690 -2.796 -0.37
N -0.706 -2.152 -2.483 0.94
N -0.906 -1.190 -1.539 -0.48
B 0.495 -2.235 -3.489 0.52
N 1.903 -2.156 -2.822 0.88
C 3.018 -2.503 -3.494 -0.39
C 4.105 -1.933 -2.878 -1.74
C 3.559 -1.202 -1.813 0.12
C 4.281 -0.341 -0.829 -1.03
N 2.237 -1.339 -1.799 -0.16
N 0.402 -1.091 -4.499 0.55
C 0.330 -1.063 -5.849 0.02
C 0.365 0.253 -6.241 -1.84
C 0.464 0.983 -5.039 0.76
C 0.530 2.465 -4.864 -0.69
N 0.496 0.168 -3.999 -0.45
N 0.422 -3.644 -4.112 0.87
C 0.852 -4.771 -3.496 -0.29
C 0.381 -5.853 -4.193 -1.36
C -0.369 -5.289 -5.247 0.69
C -1.131 -5.987 -6.327 -1.36
N -0.347 -3.968 -5.182 -1.28
H -3.691 -0.552 0.148 0.33
H -2.086 0.072 0.514 -0.43
H -3.018 0.758 -0.834 0.06
H -3.936 -2.301 -2.049 0.51
H -1.977 -3.429 -3.576 0.62
H 2.957 -3.116 -4.377 0.51
H 5.141 -2.022 -3.156 0.51
H 4.999 -0.920 -0.245 0.39
H 4.833 0.444 -1.348 0.37
H 3.580 0.137 -0.147 -0.19
H 0.228 -1.969 -6.415 0.56
H 0.307 0.636 -7.246 0.42
H 1.484 2.861 -5.221 0.23
H -0.263 2.959 -5.428 0.35
H 0.398 2.729 -3.814 -0.33
H 1.480 -4.710 -2.624 0.65
H 0.560 -6.895 -3.989 0.43
H -0.561 -6.824 -6.731 0.36
H -2.075 -6.382 -5.949 0.24
H -1.353 -5.292 -7.135 0.36
C 3.080 -1.704 2.093 -1.58
P 1.366 -1.042 2.230 0.86
C 1.656 0.185 3.532 -1.37
C 0.545 -2.434 3.068 0.87
C 0.744 -3.818 2.443 -1.52
P 0.532 -3.949 0.605 1.06
C 1.341 -5.585 0.392 -1.69
C -1.223 -4.432 0.427 -1.05
H 3.371 -2.205 3.019 0.53
H 3.776 -0.883 1.915 0.46
H 3.169 -2.408 1.263 0.26
H 2.236 -0.307 4.316 0.62
H 0.715 0.554 3.931 0.19
H 2.246 1.013 3.138 0.27
H -0.501 -2.155 3.136 -1.66
H 0.940 -2.441 4.089 0.71
H 0.073 -4.522 2.943 0.69
H 1.760 -4.171 2.639 0.43
H 1.027 -6.296 1.161 0.48
H 2.426 -5.474 0.431 0.37
H 1.075 -5.998 -0.580 0.47
H -1.471 -5.307 1.032 0.53
H -1.421 -4.646 -0.625 0.38
H -1.862 -3.598 0.717 -0.17
C -2.802 -3.369 3.744 -1.49
C -2.925 -2.012 3.046 2.22
C -4.362 -1.850 2.535 -1.83
C -2.564 -0.830 3.930 -0.33
C -3.141 -0.734 5.188 -0.50
C -3.020 0.409 5.966 -1.71
C -2.393 1.507 5.401 -0.28
C -1.805 1.467 4.141 -0.03
C -1.353 2.797 3.551 0.96
C -1.713 2.961 2.077 -1.12
C 0.107 3.161 3.828 -1.32
C -1.751 0.238 3.423 0.48
O -0.990 0.100 2.373 -1.28
H -3.017 -4.187 3.053 0.32
H -3.522 -3.448 4.561 0.47
H -1.812 -3.531 4.174 0.26
H -2.260 -1.978 2.177 -0.83
H -5.068 -1.944 3.364 0.39
H -4.608 -2.614 1.792 0.43
H -4.511 -0.867 2.091 0.41
H -3.725 -1.567 5.565 0.33
H -3.459 0.463 6.953 0.33
H -2.385 2.450 5.941 0.44
H -1.945 3.547 4.087 0.77
H -1.223 2.220 1.447 -0.44
H -1.436 3.960 1.728 0.42
H -2.789 2.833 1.934 0.41
H 0.803 2.510 3.291 -0.11
H 0.332 3.075 4.892 0.36
H 0.309 4.193 3.523 0.40
N -3.315 4.717 -1.203 -0.47
C -2.067 4.429 -1.645 0.38
N -1.152 5.419 -1.492 -0.33
S -1.666 2.968 -2.324 -0.21
H -3.452 5.453 -0.529 0.22
H -3.954 3.943 -1.163 0.24
H -1.443 6.372 -1.350 0.19
H -0.268 5.274 -1.947 0.14
S 2.392 5.956 -1.061 -0.23
C 2.021 4.254 -0.765 0.26
C 2.279 3.358 -1.799 -1.23
C 1.904 2.034 -1.646 -0.51
N 1.350 1.581 -0.522 0.39
C 1.108 2.440 0.468 -1.13
C 1.408 3.785 0.391 0.07
C 2.350 6.655 0.567 0.51
C 1.551 7.760 0.814 -0.30
C 1.586 8.331 2.080 -0.41
N 2.330 7.868 3.077 -0.61
C 3.089 6.802 2.826 -0.41
C 3.147 6.170 1.596 -0.04
H 2.742 3.684 -2.721 0.52
H 2.034 1.308 -2.442 0.39
H 0.619 2.025 1.345 -0.57
H 1.154 4.439 1.213 0.86
H 0.915 8.170 0.042 0.39
H 0.975 9.200 2.299 0.38
H 3.692 6.439 3.651 0.39
H 3.795 5.316 1.445 0.42
```

The multiplicity is 1. The value obtained for the energy above the lowest of the compared OMol25 structures with the same formula, charge and spin is 0.000 eV.



Number 1: F_max 2.947 eV/Å. Number 2: F_max 0.538 eV/Å.